Entry 1:
Computed, not measured: the molecule C17H16F3NO2S, with the ωB97M-V functional and the def2-TZVPD basis.

Results
SMILES string: O=S(=O)(Nc1cccc2c1CCCC2)c1cccc(C(F)(F)F)c1
HOMO, Ha: -0.3344
ΔE to the lowest compared entry with this formula, charge and spin, kcal per mole: 14.5
Strongest force on any atom, eV Å⁻¹: 0.90
HOMO-LUMO gap, Eh: 0.3453

Geometry as XYZ:
```
40
Properties=species:S:1:pos:R:3:lowdin_charge:R:1
O -0.74 1.29 -2.34 -0.280
S -0.04 1.11 -1.11 0.667
O 0.85 2.14 -0.65 -0.271
N -1.20 0.76 0.05 -0.056
C -0.79 1.01 1.38 -0.265
C -0.03 0.03 2.01 -0.028
C 0.44 0.24 3.29 -0.067
C 0.16 1.42 3.94 -0.036
C -0.60 2.41 3.32 -0.163
C -1.09 2.21 2.03 -0.106
C -1.88 3.26 1.30 -0.135
C -2.34 4.40 2.20 -0.191
C -1.20 4.84 3.11 -0.195
C -0.87 3.70 4.06 -0.150
H -1.71 3.54 4.75 0.125
H 0.00 3.95 4.67 0.116
H -0.33 5.08 2.51 0.123
H -1.49 5.73 3.68 0.110
H -3.18 4.07 2.81 0.118
H -2.68 5.24 1.59 0.112
H -1.24 3.66 0.51 0.126
H -2.75 2.81 0.82 0.116
H 0.54 1.60 4.93 0.112
H 1.04 -0.52 3.78 0.104
H 0.18 -0.89 1.48 0.111
H -2.08 1.18 -0.21 0.104
C 0.87 -0.43 -1.17 -0.268
C 0.25 -1.53 -1.74 0.018
C 0.94 -2.74 -1.76 -0.099
C 2.22 -2.83 -1.23 0.003
C 2.81 -1.72 -0.66 -0.040
C 2.14 -0.51 -0.63 -0.048
H 2.57 0.38 -0.20 0.119
H 3.81 -1.80 -0.25 0.112
H 2.74 -3.78 -1.26 0.125
C 0.31 -3.94 -2.40 -0.589
F 0.66 -4.07 -3.70 0.146
F 0.67 -5.09 -1.81 0.139
F -1.03 -3.91 -2.38 0.147
H -0.74 -1.43 -2.16 0.133
```

***

Entry 2:
Computed, not measured: the molecule C7H11N in a non-equilibrium geometry, with the ωB97M-V functional and the def2-TZVPD basis.

Results
SMILES string: C1C2CN(C2)[C@@H]2C[C@@H]12
HOMO, Ha: -0.2823
ΔE to the lowest compared entry with this formula, charge and spin, kcal per mole: 210.7
Strongest force on any atom, eV Å⁻¹: 7.08
HOMO-LUMO gap, Eh: 0.3227

Geometry as XYZ:
```
19
Properties=species:S:1:pos:R:3:lowdin_charge:R:1
C 0.34 1.48 -0.30 -0.124
C -1.03 0.72 0.04 -0.217
C -1.11 -0.54 1.15 -0.116
C -1.53 -0.54 -0.96 -0.076
C 0.65 -0.74 -0.38 -0.364
C 2.19 -0.80 -0.11 0.031
C 1.27 0.39 0.41 -0.181
H 0.26 2.30 0.39 0.064
H 0.55 2.13 -1.27 0.150
H -1.86 1.46 0.33 0.118
H -2.05 -0.49 1.71 0.107
H -0.23 -0.36 1.83 0.100
H -2.57 -0.92 -0.44 0.138
H -1.36 -0.55 -2.13 0.127
H 0.35 -0.59 -1.55 0.161
H 2.68 -1.25 0.74 0.094
H 2.71 -0.88 -0.91 0.012
H 1.26 0.55 1.42 0.082
N -0.54 -1.37 0.03 -0.105
```

***

Entry 3:
Computed, not measured: a structure of composition H4N2S2 in a non-equilibrium geometry, with the ωB97M-V functional and the def2-TZVPD basis.

Results
HOMO (alpha / beta), Ha: -0.2955 / -0.3359
ΔE to the lowest compared entry with this formula, charge and spin, kcal per mole: 67.6
Strongest force on any atom, eV Å⁻¹: 4.25
HOMO-LUMO gap (alpha / beta), Eh: 0.3207 / 0.2724
Spin multiplicity: 3

Geometry as XYZ:
```
8
Properties=species:S:1:pos:R:3:lowdin_charge:R:1
N -0.41 0.50 1.08 -0.047
N -0.41 -0.78 -0.77 -1.024
S -0.49 -2.24 -0.02 0.589
S 1.10 -0.38 -1.27 0.630
H -1.40 0.14 1.26 -0.025
H -0.68 1.46 0.52 0.048
H 0.77 -2.12 0.77 -0.064
H 0.80 0.30 -2.45 -0.106
```

***

Entry 4:
Computed, not measured: the molecule C19H25N3O2S, with the ωB97M-V functional and the def2-TZVPD basis.

Results
SMILES string: CCc1ccc(S(=O)(=O)Nc2ccc(N3CCN(C)CC3)cc2)cc1
HOMO, Ha: -0.2764
ΔE to the lowest compared entry with this formula, charge and spin, kcal per mole: 51.5
Strongest force on any atom, eV Å⁻¹: 0.99
HOMO-LUMO gap, Eh: 0.3024

Geometry as XYZ:
```
50
Properties=species:S:1:pos:R:3:lowdin_charge:R:1
C -1.05 4.65 -3.76 -0.091
H -0.35 4.88 -2.96 0.075
H -1.56 5.57 -4.05 0.070
H -1.79 3.96 -3.36 0.075
C -0.33 4.03 -4.96 -0.211
C 0.37 2.76 -4.55 -0.237
C 1.67 2.80 -4.06 -0.018
C 2.30 1.64 -3.64 -0.047
C 1.62 0.44 -3.71 -0.297
C 0.33 0.38 -4.19 -0.056
C -0.30 1.54 -4.61 -0.019
H -1.31 1.50 -4.99 0.118
H -0.17 -0.58 -4.23 0.116
S 2.45 -1.05 -3.19 0.665
O 1.52 -2.14 -3.18 -0.274
O 3.67 -1.18 -3.92 -0.288
N 2.94 -0.66 -1.62 -0.062
C 2.10 -0.89 -0.52 -0.304
C 0.74 -0.65 -0.62 -0.021
C -0.08 -0.85 0.47 -0.005
C 0.42 -1.31 1.69 -0.231
C 1.79 -1.54 1.78 -0.021
C 2.62 -1.33 0.69 -0.024
H 3.68 -1.53 0.78 0.112
H 2.23 -1.91 2.69 0.101
N -0.44 -1.46 2.78 -0.111
C 0.10 -1.65 4.10 -0.167
H 0.99 -1.02 4.22 0.120
C -0.94 -1.22 5.13 -0.192
N -2.16 -2.00 4.97 -0.235
C -3.13 -1.70 6.00 -0.105
H -3.45 -0.65 5.99 0.087
H -2.69 -1.92 6.97 0.083
H -4.00 -2.34 5.86 0.083
C -2.69 -1.79 3.64 -0.192
C -1.66 -2.23 2.61 -0.149
H -2.05 -2.09 1.60 0.111
H -1.45 -3.30 2.76 0.132
H -3.60 -2.38 3.53 0.121
H -2.94 -0.72 3.47 0.128
H -0.55 -1.40 6.14 0.121
H -1.14 -0.14 5.02 0.128
H 0.37 -2.70 4.28 0.131
H -1.14 -0.64 0.37 0.110
H 0.33 -0.29 -1.55 0.096
H 3.91 -0.89 -1.48 0.116
H 3.31 1.65 -3.27 0.117
H 2.19 3.75 -4.01 0.118
H 0.40 4.75 -5.34 0.111
H -1.06 3.82 -5.74 0.111
```

***

Entry 5:
Computed, not measured: the ion C6H12NO with charge +1 in a non-equilibrium geometry, with the ωB97M-V functional and the def2-TZVPD basis.

Results
HOMO (alpha / beta), Ha: -0.3164 / -0.5258
ΔE to the lowest compared entry with this formula, charge and spin, kcal per mole: 97.7
Strongest force on any atom, eV Å⁻¹: 12.80
HOMO-LUMO gap (alpha / beta), Eh: 0.1969 / 0.2717
Spin multiplicity: 3
Net charge: +1

Geometry as XYZ:
```
20
Properties=species:S:1:pos:R:3:lowdin_charge:R:1
C 0.11 -2.56 0.19 0.183
C 0.17 -1.38 0.13 -0.073
C 0.79 0.27 -1.56 -0.016
C -2.34 -0.25 0.56 0.022
C 1.34 0.88 0.90 -0.160
C 0.15 0.01 -0.15 -0.398
N -1.23 0.58 -0.05 0.031
O 2.57 0.75 0.36 -0.022
H 0.19 -3.52 0.52 0.030
H 0.09 0.08 -2.36 0.088
H 1.08 1.30 -1.65 0.077
H 1.76 -0.27 -1.82 0.134
H -3.37 -0.03 0.20 0.114
H -2.02 -1.29 0.24 0.095
H -2.36 -0.15 1.66 0.116
H 1.30 0.61 1.94 0.118
H 1.14 1.98 0.58 0.147
H -1.43 0.87 -1.10 0.226
H -1.12 1.53 0.35 0.174
H 3.19 0.59 1.06 0.113
```

***

Entry 6:
Computed, not measured: a structure of composition C17H21CrF4N2O2SeSi, with the ωB97M-V functional and the def2-TZVPD basis.

Results
HOMO (alpha / beta), Ha: -0.0427 / -0.0390
ΔE to the lowest compared entry with this formula, charge and spin, kcal per mole: 2.0
Strongest force on any atom, eV Å⁻¹: 0.62
HOMO-LUMO gap (alpha / beta), Eh: 0.2204 / 0.2168
Spin multiplicity: 2
Net charge: -2

Geometry as XYZ:
```
49
Properties=species:S:1:pos:R:3:lowdin_charge:R:1
Cr 0.27 0.10 -0.73 0.585
N 2.04 3.47 -0.70 0.020
C 0.74 4.15 -0.67 -0.201
C -0.41 3.23 -0.32 -0.618
O -1.45 3.75 0.07 0.008
O -0.19 1.98 -0.50 -0.172
H 2.66 3.90 -1.37 0.050
H 1.91 2.51 -1.00 0.020
H 0.46 4.58 -1.64 0.110
H 0.73 4.95 0.06 0.096
C -0.44 0.32 3.61 -0.068
C 0.84 0.43 4.11 -0.093
C 1.92 0.40 3.25 -0.024
C 1.69 0.25 1.88 -0.190
N 0.45 0.13 1.41 0.049
C -0.59 0.17 2.24 -0.108
C 2.76 0.24 0.85 -0.179
C 4.11 0.24 1.19 -0.064
C 5.08 0.25 0.19 -0.126
C 4.67 0.25 -1.14 -0.111
C 3.32 0.25 -1.47 -0.095
C 2.32 0.24 -0.48 -0.139
H -1.31 0.35 4.25 0.094
H 1.01 0.56 5.18 0.092
H 2.93 0.52 3.62 0.091
H -1.57 0.07 1.77 0.018
H 4.42 0.23 2.23 0.084
H 6.13 0.25 0.45 0.078
H 5.42 0.26 -1.93 0.083
H 3.03 0.25 -2.51 0.086
C -5.21 -2.14 0.36 -0.269
Si -3.58 -2.25 -0.58 -0.036
C -2.68 -3.71 0.19 -0.248
C -4.07 -2.84 -2.30 -0.257
Se -2.54 -0.33 -0.57 0.377
H -5.83 -3.04 0.21 0.010
H -5.77 -1.26 0.03 0.011
H -5.02 -2.02 1.44 0.012
H -3.31 -4.61 0.18 0.012
H -2.40 -3.48 1.23 0.016
H -1.75 -3.91 -0.37 0.022
H -4.79 -3.67 -2.26 0.009
H -3.18 -3.17 -2.85 0.022
H -4.51 -2.01 -2.86 0.014
F 0.95 -0.60 -3.51 -0.026
C 0.26 0.37 -2.78 -0.532
F -0.92 0.49 -3.48 -0.023
F 0.94 1.56 -3.16 -0.046
F 0.48 -1.67 -0.80 -0.441
```

***

Entry 7:
Computed, not measured: the molecule C5H3NS in a non-equilibrium geometry, with the ωB97M-V functional and the def2-TZVPD basis.

Results
HOMO, Ha: -0.3181
ΔE to the lowest compared entry with this formula, charge and spin, kcal per mole: 42.6
Strongest force on any atom, eV Å⁻¹: 2.24
HOMO-LUMO gap, Eh: 0.2795

Geometry as XYZ:
```
10
Properties=species:S:1:pos:R:3:lowdin_charge:R:1
C -2.09 -0.58 -0.07 -0.176
C -1.83 0.67 -0.20 -0.448
C -0.70 -1.64 0.32 0.077
C 0.79 0.26 0.30 -0.591
C 2.02 0.59 -0.03 0.019
N 0.30 -1.01 0.45 0.025
S -0.46 1.57 0.14 0.952
H -2.87 -1.14 -0.46 0.038
H 2.18 1.50 -0.51 0.049
H 2.65 -0.23 0.04 0.055
```

***

Entry 8:
Computed, not measured: a structure of composition C21H31NO16V in a non-equilibrium geometry, with the ωB97M-V functional and the def2-TZVPD basis.

Results
HOMO, Ha: -0.4014
Strongest force on any atom, eV Å⁻¹: 4.74
HOMO-LUMO gap, Eh: 0.1717
Net charge: +1

Geometry as XYZ:
```
70
Properties=species:S:1:pos:R:3:lowdin_charge:R:1
C 4.44 3.18 0.50 -0.031
C 4.49 3.09 2.00 -0.281
C 3.53 4.11 2.71 -0.160
O 2.20 3.72 2.41 -0.194
C 1.19 4.42 3.14 -0.073
N 4.07 1.69 2.37 0.237
H 4.61 1.03 1.83 0.140
H 4.17 1.31 3.30 0.178
H 3.13 1.42 2.12 0.144
H 4.89 2.27 0.11 0.081
H 4.88 4.15 0.27 0.114
H 3.41 3.14 0.17 0.087
H 5.52 3.36 2.27 0.159
H 3.71 5.16 2.49 0.142
H 3.69 4.00 3.79 0.126
H 1.16 4.28 4.22 0.092
H 0.19 4.09 2.86 0.074
H 1.34 5.49 2.97 0.096
O 4.18 -2.71 -0.29 -0.262
V 4.11 -1.15 -0.67 1.113
O 4.82 -0.66 -1.97 -0.257
O 0.19 0.39 -0.42 0.147
C 1.46 -0.01 -0.43 -0.776
O 2.36 0.75 -0.16 0.016
O 1.72 -1.22 -0.67 -0.022
H 0.30 1.31 -0.16 0.120
C -1.46 -0.84 -3.51 -0.068
O -1.06 -1.27 -4.83 -0.182
C -0.19 -0.46 -5.54 -0.234
C -0.27 -0.81 -7.01 -0.180
O -1.64 -0.76 -7.50 -0.186
C -1.70 -1.22 -8.87 -0.110
H -0.66 -0.41 -2.91 0.062
H -1.86 -1.62 -2.86 0.084
H -2.28 -0.13 -3.63 0.090
H 0.78 -0.72 -5.10 0.124
H -0.43 0.60 -5.44 0.125
H 0.11 -1.82 -7.21 0.123
H 0.26 -0.04 -7.57 0.120
H -2.70 -1.17 -9.30 0.084
H -1.51 -2.30 -8.90 0.081
H -1.00 -0.75 -9.55 0.082
C -3.99 0.33 2.38 0.047
C -2.83 0.56 1.87 -0.239
C -1.87 1.59 2.49 -0.272
O -0.76 1.80 1.98 0.074
C -2.34 2.17 3.73 0.055
C -3.52 1.84 4.30 -0.198
C -4.56 0.90 3.63 -0.242
O -5.72 0.61 3.97 0.109
O -3.87 2.37 5.48 0.112
O -2.44 -0.05 0.73 0.092
H -4.55 -0.48 1.93 0.144
H -1.76 2.84 4.33 0.128
H -4.74 2.11 5.78 0.123
H -1.50 -0.13 0.58 0.061
C -1.13 -5.17 0.39 0.089
C -0.48 -3.99 0.49 -0.191
C -0.76 -3.00 1.60 -0.277
O -0.17 -1.93 1.73 0.075
C -1.79 -3.49 2.55 0.064
C -2.45 -4.65 2.47 -0.253
C -2.21 -5.56 1.33 -0.289
O -2.68 -6.70 1.27 0.130
O -3.30 -5.09 3.40 0.133
O 0.50 -3.66 -0.42 0.074
H -0.93 -5.86 -0.42 0.137
H -2.06 -2.89 3.41 0.124
H -3.17 -4.57 4.20 0.123
H 0.91 -2.81 -0.24 0.040
```

***

Question: What is the strongest force on any atom in the eighth record?
Answer: 4.74 eV Å⁻¹

***

Repeat the third record exactly.
Computed, not measured: a structure of composition H4N2S2 in a non-equilibrium geometry, with the ωB97M-V functional and the def2-TZVPD basis.

Results
HOMO (alpha / beta), Ha: -0.2955 / -0.3359
ΔE to the lowest compared entry with this formula, charge and spin, kcal per mole: 67.6
Strongest force on any atom, eV Å⁻¹: 4.25
HOMO-LUMO gap (alpha / beta), Eh: 0.3207 / 0.2724
Spin multiplicity: 3

Geometry as XYZ:
```
8
Properties=species:S:1:pos:R:3:lowdin_charge:R:1
N -0.41 0.50 1.08 -0.047
N -0.41 -0.78 -0.77 -1.024
S -0.49 -2.24 -0.02 0.589
S 1.10 -0.38 -1.27 0.630
H -1.40 0.14 1.26 -0.025
H -0.68 1.46 0.52 0.048
H 0.77 -2.12 0.77 -0.064
H 0.80 0.30 -2.45 -0.106
```

***

Question: Which of these has the lowest strongest force on any atom?
Answer: C17H21CrF4N2O2SeSi